{
  "formula": "C17H19ClN2OS",
  "method": "ωB97M-V/def2-TZVPD",
  "e_tot_ev": -46308.9851,
  "e_lumo_ev": -0.2,
  "e_above_lowest_kj_mol": 1378.7,
  "symbols": ["C", "C", "C", "O", "C", "C", "C", "C", "C", "C", "Cl", "H", "C", "N", "C", "N", "C", "C", "C", "C", "C", "C", "H", "H", "H", "H", "H", "H", "S", "H", "H", "H", "H", "H", "H", "H", "H", "H", "H", "H", "H"],
  "xyz": [[3.076, 4.763, -0.634], [2.118, 5.088, -1.859], [0.805, 4.368, -1.905], [0.814, 3.145, -2.235], [0.793, 2.273, -1.380], [0.839, 2.488, 0.137], [0.980, 1.476, 1.101], [1.236, 0.024, 0.345], [1.402, -0.129, -1.014], [1.204, 0.917, -1.747], [1.626, 0.636, -3.507], [1.698, -1.105, -1.450], [1.157, -1.088, 1.333], [0.334, -2.133, 1.208], [0.329, -3.212, 0.350], [-0.692, -3.833, 0.298], [-2.173, -3.729, 0.784], [-3.100, -4.100, -0.060], [-4.388, -4.233, 0.264], [-4.579, -3.595, 1.679], [-3.637, -3.235, 2.325], [-2.127, -3.284, 2.070], [-1.389, -3.177, 2.686], [-3.689, -2.871, 3.558], [-5.635, -3.664, 1.678], [-5.239, -4.454, -0.325], [-3.049, -4.448, -1.088], [-0.493, -4.782, -0.540], [1.872, -3.677, -0.019], [-0.692, -1.682, 1.365], [2.344, -1.783, 1.129], [1.293, -0.803, 2.313], [0.897, 1.427, 2.029], [0.567, 3.444, 0.507], [0.174, 5.058, -2.704], [0.457, 4.586, -0.958], [1.986, 6.240, -2.042], [2.808, 4.980, -2.599], [3.289, 3.711, -0.734], [4.226, 5.330, -0.763], [2.559, 5.065, 0.406]],
  "atomic_forces_ev_per_a": [[0.701, 2.776, 0.725], [1.562, 3.190, 2.079], [-0.671, 9.284, -2.279], [-0.257, -1.240, -6.228], [2.498, -8.477, 8.110], [-0.900, -1.313, -1.091], [1.338, -3.993, -14.397], [-1.437, 3.434, 4.176], [0.343, -3.688, 3.703], [-0.918, 5.953, -4.776], [-0.521, 0.587, 0.970], [-0.336, 0.699, 0.480], [8.302, -0.912, -2.781], [-7.968, 0.720, 0.588], [8.306, 6.018, 3.380], [-9.514, -10.341, -6.231], [10.287, 2.037, 2.502], [-3.995, -2.812, -5.259], [0.707, 3.379, 5.317], [-9.252, -5.819, -10.798], [11.467, 5.147, 13.298], [-10.832, -2.023, -5.597], [3.957, 0.804, 3.411], [-0.788, -0.767, -3.555], [-0.954, 0.798, 2.151], [-0.332, -0.472, -0.601], [1.836, 0.268, -0.103], [-0.905, 3.611, 3.518], [1.154, -1.338, -1.748], [2.595, -1.819, -0.638], [-2.903, 2.015, 0.659], [-0.165, 0.973, 2.195], [-0.690, 0.253, 8.000], [0.067, 0.857, 0.165], [1.052, -2.024, 1.877], [-1.715, 0.178, 1.816], [-0.363, -1.886, 1.127], [1.266, -1.311, -3.042], [0.085, -0.448, 0.622], [-3.618, -1.424, 0.468], [1.511, -0.874, -2.214]],
  "nbo_charge": [-0.6097, -0.4367, -0.0523, -0.4410, 0.3118, -0.2964, -0.1527, 0.0117, -0.3222, 0.0090, -0.0779, 0.2728, -0.2612, -0.6210, 0.2846, -0.5534, 0.1808, -0.3152, -0.1047, -0.2704, -0.1782, -0.1813, 0.2337, 0.1996, 0.2366, 0.2209, 0.2480, 0.4155, -0.2940, 0.3582, 0.2090, 0.2016, 0.1777, 0.2014, 0.1764, 0.1755, 0.2039, 0.2135, 0.2115, 0.2117, 0.2026]
}